--- A ---
An isolated ion of composition C4H10NO2 and charge +1. Source: OMol25; level of theory: ωB97M-V/def2-TZVPD.

Geometry (Å):
N: -0.012 0.059 -1.974
H: 1.979 -0.117 -0.080
H: 1.609 -1.680 -0.837
H: -1.508 0.098 3.276
C: 1.249 -0.929 -0.130
H: -0.764 0.665 -2.303
H: 1.179 -1.369 0.854
H: 0.865 0.571 -2.130
H: -0.882 -1.160 -0.531
C: -0.455 0.579 1.788
H: 0.085 1.671 0.077
C: -0.578 0.829 0.286
H: 0.033 -0.767 -2.576
C: -0.111 -0.379 -0.516
O: -1.641 0.245 2.326
O: 0.574 0.632 2.388
H: -1.623 1.051 0.079

Properties
Multiplicity = 1
Charge = +1
SMILES = C[C@H]([NH3+])CC(=O)O
Orbital gap = 0.3914 Eh
HOMO = -0.5310 Eh

--- B ---
An isolated ion of composition C4H10NO2 and charge +1. Source: OMol25; level of theory: ωB97M-V/def2-TZVPD.

Geometry (Å):
C: -0.206 0.049 -0.520
H: 0.524 -1.764 0.503
C: -0.277 -1.389 -0.157
H: -0.233 1.905 0.808
H: 0.703 0.406 -1.024
H: -2.019 -0.478 -1.553
C: -0.147 0.839 0.836
H: -0.029 -2.038 -1.019
H: -1.886 1.131 -1.131
N: -1.367 0.311 -1.466
H: -1.025 0.413 -2.421
H: 3.056 0.945 0.998
H: -0.827 0.338 1.581
O: 1.430 -0.120 2.421
H: -1.180 -1.862 0.222
C: 1.266 0.470 1.407
O: 2.219 0.843 0.515

Properties
Multiplicity = 1
Charge = +1
SMILES = C[C@@H]([NH3+])CC(=O)O
Orbital gap = 0.3916 Eh
HOMO = -0.5321 Eh

Which of them is the most stable, and which is the least stable? A and B, in that order.

--- A ---
C10H6IO3ReS2Te as an isolated structure. Source: OMol25; level of theory: ωB97M-V/def2-TZVPD.

Geometry (Å):
S: 1.263 0.570 3.629
Re: -0.049 0.776 0.260
C: -1.758 -0.241 -3.875
C: -1.297 -1.559 -4.089
I: -1.515 2.769 -0.768
C: -0.608 -0.192 -1.630
C: -2.715 2.360 -3.487
Te: 1.573 -1.049 0.969
H: -2.783 -0.144 -5.766
H: -3.630 2.151 -5.436
C: -1.421 0.428 -2.660
H: -1.557 -2.066 -5.011
C: -1.951 1.740 -2.546
O: 2.260 -0.242 2.750
C: -0.542 -2.165 -3.129
C: -3.023 1.671 -4.679
O: 2.055 1.320 4.569
C: -0.218 -1.485 -1.938
O: 0.262 -0.315 4.168
H: 0.377 -2.049 -1.226
H: -3.086 3.364 -3.326
C: -2.553 0.403 -4.858
S: 0.359 1.906 2.330
H: -0.185 -3.178 -3.274

Properties
Multiplicity = 4
Charge = -1
Expectation value of S² = 3.78
Orbital gap (alpha / beta) = 0.2352 / 0.2434 Eh
HOMO (alpha / beta) = -0.1518 / -0.1607 Eh

--- B ---
C10H6IO3ReS2Te as an isolated structure. Source: OMol25; level of theory: ωB97M-V/def2-TZVPD.

Geometry (Å):
O: -1.890 2.463 -3.548
O: -1.214 4.614 -2.463
I: 1.754 -1.140 -2.545
C: 2.807 -1.211 0.209
C: 2.827 -1.271 1.615
C: -1.947 -0.256 0.374
H: 3.759 -1.467 2.129
C: 0.411 -0.695 0.214
H: -2.898 0.005 -0.078
C: 1.643 -0.950 -0.457
S: 0.640 2.232 -2.564
C: -0.816 -0.318 -0.422
H: -0.692 -0.866 3.462
C: 1.662 -1.120 2.304
H: 1.642 -1.204 3.384
H: 3.715 -1.398 -0.347
O: -1.683 2.502 -1.214
H: -2.849 -0.399 2.327
S: -1.177 3.187 -2.466
C: 0.444 -0.849 1.634
C: -0.745 -0.736 2.388
C: -1.927 -0.472 1.762
Te: -2.272 -1.272 -3.440
Re: -1.192 0.619 -2.258

Properties
Multiplicity = 4
Charge = -1
Expectation value of S² = 3.81
Orbital gap (alpha / beta) = 0.2299 / 0.2436 Eh
HOMO (alpha / beta) = -0.1455 / -0.1660 Eh

Which of them is the most stable, and which is the least stable? B and A, in that order.

--- A ---
A 2-piece molecular cluster, C8H19NO overall. Source: OMol25; level of theory: ωB97M-V/def2-TZVPD.

Geometry (Å):
H: -0.007 0.737 -0.932
H: -1.505 -1.967 1.651
H: 2.204 1.572 -1.526
H: 3.671 0.731 -0.829
H: 1.240 -1.977 -0.419
C: -1.388 -1.852 0.547
C: -1.807 -0.602 -0.171
H: 3.233 -0.706 1.416
H: -0.435 -2.216 0.355
H: -2.112 -2.609 0.133
H: 2.230 0.625 2.067
H: -1.065 2.364 0.397
H: -0.285 -0.201 0.544
C: 1.823 -1.133 -0.895
N: -2.286 0.484 0.611
H: 2.868 -1.456 -0.997
O: -1.771 -0.547 -1.366
H: -2.178 0.333 1.573
H: -2.894 2.519 0.589
H: 1.580 -0.972 1.931
C: 2.673 1.163 -0.598
H: -2.179 1.869 -1.080
H: 1.427 -0.898 -1.906
H: 0.219 1.516 0.675
C: -2.072 1.933 0.066
C: 0.322 0.579 0.094
C: 2.227 -0.242 1.413
H: 2.859 2.012 0.136
C: 1.773 0.108 0.023

Properties
Multiplicity = 1
Charge = 0
SMILES = CC(C)(C)C.CNC(C)=O
Orbital gap = 0.3784 Eh
HOMO = -0.3512 Eh

--- B ---
A 2-piece molecular cluster, C8H19NO overall. Source: OMol25; level of theory: ωB97M-V/def2-TZVPD.

Geometry (Å):
N: 1.035 0.059 -2.163
H: -3.072 1.089 -0.731
H: 0.124 -0.382 -2.034
H: -3.491 1.796 0.836
H: 3.670 0.038 -2.085
C: -2.752 1.198 0.304
H: -1.801 1.728 0.321
H: 2.356 -2.075 -1.491
H: 0.198 0.357 0.585
H: 0.989 -1.969 -0.392
H: -1.097 0.355 2.414
C: -2.604 -0.178 0.951
O: -1.595 -1.000 -1.080
H: 2.640 -1.694 0.215
H: 3.122 1.604 -1.485
C: 3.208 0.547 -1.239
H: 1.827 0.569 1.141
H: 3.854 0.443 -0.372
C: -2.090 -0.094 2.389
H: 1.117 1.769 0.047
C: 1.961 -1.544 -0.629
C: -1.757 -1.101 0.111
H: -2.754 0.519 2.993
C: 1.830 -0.060 -0.967
C: 1.176 0.706 0.282
H: -2.030 -1.082 2.839
H: -1.355 -1.970 0.671
H: 0.889 1.032 -2.410
H: -3.597 -0.660 0.975

Properties
Multiplicity = 1
Charge = 0
SMILES = CC(C)(C)N.CC(C)C=O
Orbital gap = 0.3491 Eh
HOMO = -0.3214 Eh

--- C ---
C8H19NO as an isolated structure. Source: OMol25; level of theory: ωB97M-V/def2-TZVPD.

Geometry (Å):
N: -1.996 -0.444 -0.406
H: -1.240 -2.295 -1.835
C: 0.177 1.427 0.561
C: 3.176 -0.929 0.089
H: 1.131 -0.018 -1.015
C: 2.133 -0.130 0.707
H: -2.889 1.418 0.132
H: 2.497 0.397 1.710
H: -0.804 -3.461 -0.445
C: -0.533 2.359 -0.370
C: -2.951 0.251 0.363
H: 1.452 -0.844 1.181
H: -1.549 2.494 0.353
H: -0.595 0.624 0.880
C: -1.302 -1.430 0.204
H: 3.451 -1.564 0.993
H: 2.683 -1.436 -0.785
H: -1.830 -0.092 -1.512
H: 0.775 -2.416 -0.952
H: -3.943 0.135 0.207
C: 1.289 0.804 -0.289
O: -1.366 -1.365 1.404
H: -0.022 3.583 -0.574
C: -0.487 -2.369 -0.743
H: 1.879 1.563 -0.978
H: -2.818 0.125 1.382
H: 0.559 2.006 1.354
H: 4.055 -0.234 -0.316
H: -0.933 1.841 -1.298

Properties
Multiplicity = 1
Charge = 0
Orbital gap = 0.3728 Eh
HOMO = -0.3463 Eh

Which of them is the most stable, and which is the least stable? B and C, in that order.

--- A ---
An isolated ion of composition C4H11N2S and charge +1. Source: OMol25; level of theory: ωB97M-V/def2-TZVPD.

Geometry (Å):
C: 1.099 -0.244 -0.711
H: 2.599 1.225 -0.978
H: -0.067 -1.548 1.667
H: -2.082 1.840 -0.050
H: 1.451 1.673 0.343
C: -0.682 -0.679 1.561
H: -0.339 0.072 2.215
H: 1.149 -0.669 -1.792
S: -0.698 -0.238 -0.203
C: 1.820 0.950 -0.335
H: -1.663 -0.856 2.018
H: -2.521 -1.496 -0.647
N: -1.108 1.671 -0.071
H: -1.537 -1.023 -2.026
N: 1.928 -0.311 0.328
C: -1.516 -1.385 -1.027
H: 2.732 -0.847 0.532
H: -0.566 1.865 -0.826

Properties
Multiplicity = 1
Charge = +1
SMILES = C=[S@](C)(=[NH2+])[C@H]1CN1
Orbital gap = 0.3431 Eh
HOMO = -0.4891 Eh

--- B ---
A 2-piece molecular cluster, C4H11N2S overall. Source: OMol25; level of theory: ωB97M-V/def2-TZVPD.

Geometry (Å):
C: 2.211 -0.356 0.099
C: -2.186 -0.620 -0.522
H: 1.747 1.956 -0.803
C: 0.958 0.094 -0.641
H: 2.832 -1.180 -0.275
H: -2.860 0.815 1.729
H: 0.820 -0.093 -1.702
H: -0.021 1.915 -0.858
C: -1.205 -1.231 0.292
H: 2.007 -0.383 1.146
S: -2.340 1.088 0.421
H: -0.106 -2.277 1.662
H: 0.741 1.680 0.571
N: -0.970 -1.957 1.177
H: 2.848 0.545 0.050
H: -3.268 -1.050 -0.394
H: -1.999 -0.477 -1.534
N: 0.791 1.530 -0.419

Properties
Multiplicity = 1
Charge = +1
Orbital gap = 0.2798 Eh
HOMO = -0.4165 Eh

--- C ---
A 2-piece molecular cluster, C4H11N2S overall. Source: OMol25; level of theory: ωB97M-V/def2-TZVPD.

Geometry (Å):
H: 2.687 -1.154 -0.770
H: 0.034 1.151 1.983
C: -1.254 0.538 0.533
C: 2.611 1.001 0.646
H: 1.280 -1.613 -0.274
H: 1.173 -0.403 -1.451
H: -2.869 -1.924 -0.626
H: -0.469 -0.045 0.082
H: -1.529 -1.172 -1.479
H: -3.237 -1.061 -2.124
C: -2.586 -1.000 -1.260
H: 2.497 1.916 1.165
H: -1.590 1.786 2.209
C: 1.712 -0.740 -0.655
N: -0.967 1.178 1.630
N: 1.619 0.261 0.414
H: 3.568 0.756 0.332
S: -2.680 0.527 -0.354

Properties
Multiplicity = 1
Charge = +1
Orbital gap = 0.3422 Eh
HOMO = -0.5009 Eh

Which of them is the most stable, and which is the least stable? C and A, in that order.

--- A ---
An isolated ion of composition C4H11N2S and charge +1. Source: OMol25; level of theory: ωB97M-V/def2-TZVPD.

Geometry (Å):
H: -1.093 -0.300 1.310
H: 0.639 -1.727 0.312
C: 0.277 -0.797 -0.137
H: -0.446 -1.957 -1.770
H: 0.574 1.052 -3.623
H: 1.115 -0.300 -0.637
H: 0.354 2.003 0.180
N: -0.214 0.095 0.958
C: -0.784 -1.109 -1.177
H: 0.435 0.780 2.856
C: 0.762 0.085 2.083
C: -0.498 1.430 0.491
H: -1.753 -1.337 -0.736
N: 0.419 0.376 -2.887
S: -1.034 0.277 -2.370
H: 0.848 -0.915 2.509
H: -1.337 1.937 0.923
H: 1.737 0.408 1.715

Properties
Multiplicity = 1
Charge = +1
Orbital gap (alpha / beta) = 0.2531 / 0.3576 Eh
HOMO (alpha / beta) = -0.4335 / -0.5028 Eh

--- B ---
An isolated ion of composition C4H11N2S and charge +1. Source: OMol25; level of theory: ωB97M-V/def2-TZVPD.

Geometry (Å):
H: -1.772 -1.633 0.407
C: -1.051 -2.049 0.997
H: 1.470 2.048 0.286
N: 0.158 0.409 0.124
S: 0.945 1.842 -2.226
H: -0.946 -1.470 1.885
H: 1.050 -2.531 1.022
C: 0.713 -0.709 -0.171
H: -1.249 1.794 0.110
H: -1.230 -3.155 1.201
C: 0.584 1.610 -0.403
H: 0.287 -2.704 -0.376
C: 0.395 -2.026 0.385
N: -0.613 2.498 -0.027
H: 1.542 -0.739 -0.805
H: -0.886 3.240 -0.738
H: -0.345 3.045 0.882
H: 0.946 0.531 -2.555

Properties
Multiplicity = 1
Charge = +1
SMILES = CC/C=N/[C@H]([NH3+])S
Orbital gap = 0.3813 Eh
HOMO = -0.5170 Eh

Which of them is the most stable, and which is the least stable? B and A, in that order.

--- A ---
A 2-piece molecular cluster, C4H11N2S overall. Source: OMol25; level of theory: ωB97M-V/def2-TZVPD.

Geometry (Å):
N: -1.503 0.781 1.810
H: 1.587 0.110 -0.598
C: -0.678 0.556 0.899
C: 0.367 -1.131 1.511
H: 0.511 -0.656 2.519
H: -0.134 -1.367 -1.438
H: -1.224 1.414 -1.109
H: 1.339 1.764 -0.469
H: -1.038 -0.321 -2.461
H: -0.477 -1.794 1.271
C: -0.494 0.721 -0.576
H: -1.794 -0.882 -1.126
H: -2.148 1.508 1.758
N: 0.961 0.941 -0.909
C: -0.926 -0.526 -1.414
H: 1.082 0.818 -1.903
S: 1.953 -1.311 0.693
H: 2.615 -0.624 1.542

Properties
Multiplicity = 1
Charge = +1
Orbital gap = 0.3200 Eh
HOMO = -0.4511 Eh

--- B ---
A 2-piece molecular cluster, C4H11N2S overall. Source: OMol25; level of theory: ωB97M-V/def2-TZVPD.

Geometry (Å):
N: 1.294 0.271 0.231
N: 1.688 1.155 1.038
H: 2.826 -0.886 0.700
H: -1.545 -1.474 1.431
H: -0.598 -0.143 2.230
H: 2.992 -0.297 -1.032
H: 0.268 -1.521 1.479
H: -3.269 1.333 -1.226
C: -2.347 0.815 -1.400
C: 0.023 0.243 -0.255
H: 1.746 -1.516 -0.625
S: -1.011 1.575 -0.450
H: 0.941 1.895 1.182
C: 2.245 -0.639 -0.272
H: -2.163 1.000 -2.379
H: -2.439 -0.301 -1.072
C: -0.581 -0.933 1.514
H: -0.071 -0.575 -1.092

Properties
Multiplicity = 1
Charge = +1
Orbital gap (alpha / beta) = 0.2561 / 0.2553 Eh
HOMO (alpha / beta) = -0.4726 / -0.4723 Eh

Which of them is the most stable, and which is the least stable? A and B, in that order.